9 unconnected molecules or ions with the total composition C15H48F6NO7P in a non-equilibrium geometry. Source: OMol25; level of theory: the ωB97M-V functional and the def2-TZVPD basis.

```
78
Properties=species:S:1:pos:R:3:forces:R:3
H 2.112066 2.845588 2.993016 -0.153 -0.366 0.061
H 3.379178 4.992051 0.919699 0.097 -0.132 0.270
H -0.227554 -4.219878 -1.390846 -0.121 -0.146 -0.143
H 3.191865 -0.216413 3.219705 0.158 -0.141 0.408
H -0.926988 0.804148 -4.362561 0.383 0.231 0.006
H -0.912376 -6.870534 0.003921 0.147 0.002 -0.269
H -2.374006 3.953344 -0.216790 0.028 -0.032 -0.084
H -1.717034 0.435455 -5.829646 0.535 -0.105 -0.507
H -1.995398 3.010435 2.701690 0.001 -0.381 -0.313
H 0.531995 -3.394221 4.401916 0.312 -0.360 0.236
F 0.667202 0.675068 0.025118 -0.123 -0.527 0.751
P 0.319255 -0.455754 -1.118487 0.763 0.804 -1.377
H -4.256375 0.800767 1.007034 0.157 -0.040 -0.089
H 3.564604 -1.874513 -1.157787 -0.124 -0.011 -0.068
F 1.829119 -0.431481 -1.643520 0.186 -0.306 0.396
C 1.697182 3.622993 1.062400 0.987 0.535 -0.291
H 0.811202 -3.002984 2.752196 0.342 0.092 -0.182
O -3.460537 1.217598 1.356746 -0.996 -0.257 -0.007
H 0.291887 3.579144 -5.065099 -0.407 -0.368 0.386
C -2.991483 3.299104 2.364137 -0.747 1.140 0.302
C -1.128860 1.222911 -5.349074 -0.802 -0.560 0.237
C -3.491051 2.641076 1.089436 2.238 -0.053 0.056
C 1.334383 -3.145480 3.700120 -0.140 0.204 0.316
O 1.939825 3.313763 -0.294909 -0.317 0.036 -0.299
H -1.439105 -1.083320 2.583180 -0.201 -0.106 -0.294
F 0.026017 0.814942 -2.073532 -0.688 -0.629 -0.320
O -1.533400 -4.862710 1.630382 -1.074 0.467 -0.006
H 3.394582 2.529987 1.879291 -0.003 0.112 -0.341
H -1.499998 2.484139 0.221389 -0.004 -0.088 -0.025
H 0.767172 0.863839 -6.314763 -0.204 -0.080 -0.168
C 0.883935 2.672024 -5.262979 -0.095 1.659 0.049
H -0.759885 3.011175 -7.359059 -0.001 0.001 0.415
H -2.104671 0.257165 1.655821 -0.344 -0.264 0.305
H 0.489295 -1.350010 5.254853 0.137 0.037 0.077
H 2.286360 5.209976 2.350566 0.182 0.349 -0.090
O -0.278748 2.179536 -7.388779 0.319 0.197 -0.916
H 0.251295 -4.173018 0.977876 0.455 -0.620 -0.029
H 2.431648 -2.878806 -1.271548 0.036 0.115 -0.016
F 0.660773 -1.620297 -0.036427 -0.082 0.174 0.030
H -1.926679 -4.771806 -0.998095 0.337 -0.363 -0.304
H -1.212753 -5.227707 2.458071 0.260 -0.140 -0.111
C -2.479946 2.880726 -0.042793 -0.743 0.312 0.064
H -2.840664 2.411375 -0.957870 0.206 -0.042 -0.057
H -2.936799 4.381896 2.210406 0.057 -0.048 -0.109
C -0.078374 -6.295836 0.406886 0.702 -0.565 0.819
H 1.818490 5.732654 0.691414 -0.077 0.095 0.177
H 1.948617 1.542774 1.758848 -0.212 0.071 0.022
H -2.057745 -0.567759 -2.354905 -0.393 -0.097 -0.258
C -1.025478 -4.255229 -0.654547 -1.125 0.286 0.583
H 1.141080 2.198026 -4.317693 0.079 0.109 0.019
H 2.072218 -3.942894 3.621883 -0.270 -0.212 -0.083
O -2.896723 -0.689302 -2.821082 -0.106 0.065 0.021
C -0.523237 -4.876406 0.637332 0.541 0.672 -0.276
O 1.077703 -0.913119 4.629124 -0.734 0.259 -0.298
H -2.964323 -1.639097 -2.957600 0.082 0.043 -0.029
H -4.475041 3.004000 0.796955 -0.155 -0.284 0.199
H 2.718598 -2.012410 5.000466 -0.056 -0.602 -0.164
H -1.388113 -3.238346 -0.488989 0.334 0.090 0.096
F -1.234654 -0.477441 -0.628749 -0.042 0.262 0.497
C 0.105519 1.713456 -6.121488 -0.573 -0.775 0.758
H 3.591611 -1.913912 2.715884 0.316 0.292 0.187
H 0.190734 -6.776329 1.356574 -0.181 0.115 0.099
F -0.089666 -1.547186 -2.229291 0.286 0.293 0.116
H 1.707923 2.394232 -0.461014 -0.138 -0.023 -0.034
N -1.267339 -0.236363 2.049065 0.552 0.792 0.075
C 2.305331 2.551460 1.955049 -0.021 0.545 0.762
H -1.911610 1.975522 -5.202291 0.463 0.524 0.019
H -0.653019 -0.392814 1.243382 0.090 -0.332 0.257
H 2.193626 -1.149836 2.122818 -0.213 0.127 0.156
H -0.795767 0.424553 2.670053 0.116 -0.131 0.004
H 0.637881 3.836087 1.278117 -0.157 -0.745 -0.118
C 2.351745 4.989305 1.283757 -0.180 -0.413 -0.072
H 1.754200 3.167386 -5.704397 0.290 -0.844 -0.302
H 0.842021 -6.409551 -0.167969 -0.297 0.222 -0.469
C 2.810739 -1.215265 3.026846 -0.450 -0.810 -0.713
C 2.026980 -1.878206 4.158106 0.429 1.162 -0.076
O 3.387464 -2.820227 -1.174974 0.129 -0.200 0.116
H -3.687949 3.186784 3.198021 0.020 -0.297 -0.039
```
Positions in Å, forces in eV/Å.

E: -2122.49451 hartree
E_HOMO: -9.611 eV
Strongest force on any atom: 2.24 eV Å⁻¹
Spin multiplicity: 1
Charge: 0

9 unconnected molecules or ions with the total composition C15H48N10O9 in a non-equilibrium geometry. Source: OMol25; level of theory: the ωB97M-V functional and the def2-TZVPD basis.

```
82
Properties=species:S:1:pos:R:3:forces:R:3
H 4.206950 3.398650 1.841258 -0.444 0.145 -0.280
N 1.534609 -1.730055 2.711604 4.312 2.531 -1.388
H -0.190205 0.498680 2.785079 -0.121 0.190 -0.046
C 0.132679 3.056368 1.646454 -1.382 -0.097 0.985
N 4.302293 1.991759 0.011509 4.333 -4.436 -2.252
C -2.486010 0.044087 -2.764089 3.758 5.053 5.521
O 2.272045 -0.716407 -2.519903 6.178 0.226 3.626
N 3.276843 -0.980450 -0.422727 -1.188 -2.251 3.153
H -1.414817 -0.627305 -4.132550 -1.221 -0.604 -0.577
C -2.125750 -1.531214 1.810144 1.244 -2.020 0.679
C -0.782968 4.056233 -2.812718 4.501 6.916 -3.277
H 3.717571 -0.486041 0.353091 0.230 -0.142 -0.749
C 3.277366 2.718300 0.179927 -7.100 1.582 -4.145
H -2.549416 -1.825817 2.759931 -0.342 0.150 0.552
H 0.752002 -2.726085 -2.299157 0.076 -1.011 -0.460
O -2.712600 0.716325 1.602834 0.615 6.890 3.089
C -2.889047 -0.443069 1.134949 -1.900 -6.854 -2.776
H 0.365618 3.292139 -1.501869 -0.021 -0.110 0.008
H -0.645052 3.604893 2.218751 0.193 0.477 -0.826
H 0.726467 3.671647 0.933357 -0.361 -0.318 0.987
H -0.964335 -3.195973 -4.219977 0.001 -0.350 0.440
N -1.956639 3.910284 -3.343086 -3.873 0.040 -2.493
N -0.552223 3.197311 -1.929384 3.378 -3.673 4.627
H -4.889140 -0.911717 2.085626 0.289 -0.157 0.828
H 0.992858 -1.656110 1.848962 0.478 -0.171 0.012
O -1.453623 0.792006 -2.207363 -5.068 -4.506 -3.546
H -1.794224 -4.392033 -3.180730 -0.281 -0.410 0.178
H -0.788078 1.658894 3.951067 0.028 -0.178 0.369
H 5.346455 -0.033761 -1.529576 -1.756 -0.038 -0.261
H -0.848642 2.207618 -2.027473 -0.156 1.239 0.075
H 0.002711 -1.683129 -0.434865 0.583 0.573 0.133
C 0.125589 1.242573 3.517737 -0.867 -0.179 -0.594
H -0.345208 -3.333882 2.957688 0.727 0.733 0.828
N -3.655425 0.019950 -2.156174 -2.483 0.452 2.112
C 3.385508 -0.595724 -1.655076 -9.732 -1.313 -3.571
H -1.312151 -1.835591 -2.601509 0.081 0.105 0.010
C -4.377795 -0.914091 1.140651 -0.056 1.259 -2.010
O 0.063716 5.077836 -3.185325 -3.947 -4.319 1.628
O 2.194701 2.647059 -0.644207 4.609 0.336 4.118
O 1.423876 -1.512454 5.063539 -1.684 -2.262 -5.592
H -2.172861 4.499791 -4.097603 -0.205 0.770 -0.912
H -0.058445 -4.650149 -3.763688 -0.909 0.010 -0.008
N -2.385530 -0.738383 -3.771650 4.264 -0.890 -2.790
H -0.419931 0.268301 0.544635 0.412 0.297 -0.041
H 2.240522 2.816630 3.741154 0.270 0.936 1.174
H 0.595859 -4.018533 -0.253131 0.786 0.649 0.940
H -0.427476 2.343500 1.036414 0.182 -0.003 0.108
C 0.612211 0.077566 0.208981 -1.442 0.127 2.786
H -2.637363 3.173220 -3.185876 0.818 0.208 0.435
H -4.490789 -1.864001 0.655381 0.111 -0.828 0.095
C 1.002643 -2.019155 3.851942 2.174 2.601 7.256
O -1.028160 -2.325364 -1.831172 -7.116 7.088 4.751
H -2.061860 -2.511479 1.253836 -0.157 1.117 0.054
C -0.231372 -3.222838 -2.097137 6.265 -7.976 -4.987
N 4.366793 0.207619 -1.841050 6.464 2.651 -4.166
C 0.866568 2.382916 2.824904 -2.846 -7.190 -7.697
H -2.448104 -0.417422 0.144681 -0.487 -0.179 -0.819
N 0.032796 -2.873585 3.801507 -3.821 -2.679 0.743
H 0.789604 0.676435 -0.616560 0.730 0.615 -1.973
H 5.210238 2.426088 0.054917 0.003 0.131 0.491
C 0.010817 -4.350819 -1.070310 -2.435 0.740 0.887
H 2.429265 -1.155124 2.891018 -2.213 -1.044 -0.991
H -0.518165 -2.961797 4.655604 0.371 -0.084 -0.528
H 2.332094 -1.372054 -0.173657 1.062 0.087 -0.537
H 1.751135 1.954958 2.397878 0.306 -1.766 -1.629
H 2.684544 4.170728 1.390585 0.710 -0.195 0.187
H 4.255864 1.326855 -0.808413 -0.190 1.160 1.131
H -3.121307 -1.187326 -4.261335 -0.451 -0.106 -0.352
H -3.777093 0.811108 -1.460158 0.033 -2.048 -0.844
O 0.746634 -1.311532 0.096356 -0.937 -1.572 -0.695
H -1.107906 -1.222352 2.039568 0.009 0.091 -0.165
H 0.551274 -5.199607 -1.460391 -0.262 -0.235 -0.452
H -3.266493 0.863771 2.374017 0.163 0.253 0.272
C -0.842106 -3.947837 -3.408474 2.830 0.770 0.015
O 1.375550 3.195682 3.594718 4.284 7.842 7.448
H -0.992276 -4.623840 -0.573959 1.284 -0.080 -0.992
H 1.280849 0.353628 1.035726 -0.196 0.293 -0.361
H 4.426149 0.706644 -2.749508 -0.428 -0.790 0.716
N 3.475859 3.565618 1.159379 -1.807 2.785 2.015
H -4.129514 -0.923692 -2.065416 0.521 2.137 0.053
H -5.006749 -0.262312 0.510829 0.239 0.207 0.124
H 0.719718 0.666439 4.239058 -0.022 0.604 0.141
```
Positions in Å, forces in eV/Å.

E: -1824.84009 hartree
E_HOMO: -7.775 eV
Strongest force on any atom: 11.63 eV Å⁻¹
Spin multiplicity: 1
Charge: 0
SMILES: NC(N)=O.NC(N)=O.NC(N)=O.NC(N)=O.NC(N)=O.CC(C)O.CC(C)O.CC(C)O.CO

8 unconnected molecules or ions with the total composition C15H48N12O8 in a non-equilibrium geometry. Source: OMol25; level of theory: the ωB97M-V functional and the def2-TZVPD basis.

```
83
Properties=species:S:1:pos:R:3:forces:R:3
H 2.295978 0.390029 -4.284427 0.061 -0.034 -0.320
H -2.030338 -1.098678 4.133541 0.584 0.173 -0.762
N 3.165817 0.398752 -2.404629 1.069 -0.919 -0.144
H -4.826084 -0.506077 4.217679 -0.034 -0.041 -0.032
H -1.469168 1.185790 -0.360820 0.260 0.180 -0.571
H 2.640024 5.698581 -0.381454 0.108 -0.025 0.146
C 5.464664 -0.699064 -6.479553 0.806 0.842 -0.824
H -2.898792 -1.725096 6.254581 -0.132 -0.327 -0.148
C 0.860330 0.179247 0.379418 -1.629 -0.737 0.854
H 0.371622 -3.946446 -5.194985 -0.037 -0.162 0.174
H -3.456888 5.426654 2.330838 0.194 -0.016 -0.025
N -2.368412 1.140722 -0.810461 0.173 -0.374 0.191
C -1.770250 4.538345 1.539682 0.033 -0.412 -0.141
H -4.956146 -2.990914 4.313092 -0.027 -0.271 -0.286
H 6.261238 0.056139 -6.407798 -0.139 0.255 0.182
O -1.350843 5.436144 0.821510 -0.103 -0.368 0.222
H -5.468024 0.315912 7.232992 0.291 -0.202 0.548
O 0.918940 1.401721 0.312831 -0.107 0.134 -0.364
C -3.941173 -1.097037 4.462618 1.023 -0.485 -1.888
H -3.229234 -3.179109 4.038167 0.219 0.274 0.102
H 1.686356 4.312575 0.213731 0.053 0.218 0.168
H -3.563712 -0.142878 6.435401 0.261 0.374 -0.714
H -4.226930 -2.409541 2.782788 -0.077 -0.167 -0.019
H 1.164142 -3.674791 2.747555 0.528 -0.428 0.635
C 1.395116 -3.987386 0.846804 0.144 -0.081 -1.952
N -0.209712 -0.502461 0.929501 0.725 0.208 -0.087
H 3.014147 2.644658 -3.677756 -0.008 -0.023 0.064
C 3.614443 3.748243 -0.548920 -1.457 -0.212 -0.146
H 5.969707 -1.598433 -6.116248 -0.763 -0.413 0.113
H 3.315435 2.718246 -0.342042 -0.201 -0.022 -0.189
H 2.481098 1.047221 -2.035052 -0.198 -0.052 -0.210
N -1.172514 3.319214 1.714922 1.069 0.376 -0.647
H 2.003428 -4.497065 -1.072462 -0.220 -0.272 -0.111
C -4.079916 -2.521899 3.855869 -1.321 0.441 1.014
H 3.585884 2.066113 -5.233593 0.180 0.269 0.030
O 4.286017 -0.268141 -5.872443 -0.968 -0.716 0.781
H -0.596304 -2.669496 -4.605711 0.188 0.216 0.260
H -1.411172 2.701983 2.466841 -0.166 -0.151 -0.043
H 2.464583 -0.094570 -0.669329 0.329 -0.913 0.919
H 0.844204 5.022322 -1.658977 -0.068 -0.071 -0.172
H -0.192369 -1.506235 0.782786 -0.438 0.199 0.120
H -5.457824 1.241683 0.007796 0.149 -0.292 0.201
H 2.989857 -5.074484 0.259398 0.120 -0.092 -0.424
H 4.247337 3.997859 0.300761 0.448 0.380 -0.456
C -3.416739 1.057537 0.030737 -0.054 0.386 1.403
N -2.766124 -0.512647 3.751956 -0.555 0.354 1.878
H 1.931436 -1.598993 0.130723 -0.120 -0.088 -0.107
N 0.011878 -3.439874 -4.404175 0.395 -0.433 -0.820
H 3.941944 -1.553752 -4.231818 -0.188 -0.051 -0.082
H -2.490192 1.101814 -1.803736 0.299 0.253 -0.027
C -3.749361 -1.107247 5.950145 -0.444 0.354 1.088
O 1.688862 4.585962 -1.812426 0.051 -0.200 -0.192
N 2.199865 -4.556892 -0.079215 0.266 -0.020 0.422
H -6.639070 -0.977364 7.628152 0.213 -0.408 -0.019
C 0.486938 -3.711664 -3.159753 -1.405 -0.990 -0.328
H -2.905234 -0.667371 2.764088 0.352 0.091 -0.114
H 4.027586 3.753449 -1.556793 0.715 0.224 0.297
N -4.631537 1.152798 -0.553944 -0.798 -0.175 -1.038
O 1.184233 -4.689845 -2.899174 0.746 0.813 -0.137
C 3.294449 0.528749 -3.843769 -0.825 0.388 -0.125
N 1.812114 -0.636197 -0.109172 1.038 1.181 -0.572
C 3.702544 1.944040 -4.154747 -0.226 0.455 -0.938
H 0.265354 -3.015672 -1.267070 0.260 -0.219 -0.325
O 0.405707 -3.319379 0.488696 0.367 -0.242 1.029
H -1.081649 -0.005753 1.006953 -0.057 -0.155 0.473
N -2.959441 4.561355 2.210757 -0.471 0.463 0.206
H -4.730171 0.757046 -1.473613 -0.268 0.268 -0.019
H 4.715970 2.238432 -3.879577 0.074 -0.364 0.157
H -6.373577 -0.333062 5.969943 -0.591 -0.188 0.097
H 2.918570 -0.566443 -2.229586 -0.376 0.122 0.164
N 1.785650 -4.157910 2.117516 -1.039 0.698 0.056
H -1.047356 -2.825180 -2.138343 -0.074 0.164 -0.805
H 5.223856 -0.306052 -4.115544 -0.009 -0.332 0.599
C 4.206586 -0.519495 -4.464769 1.344 1.267 -0.262
H -0.286492 3.164586 1.256168 -0.054 -0.114 0.093
C 2.369211 4.655312 -0.568716 0.294 -0.352 0.586
C -5.899914 -0.638243 6.910085 0.521 0.901 -1.506
H -3.075097 3.840905 2.896757 -0.424 0.034 0.142
N -0.041269 -2.864618 -2.231630 -0.111 0.813 1.723
O -3.295257 0.981512 1.255998 0.287 -0.024 -0.502
H 5.217390 -0.747848 -7.540702 0.236 -0.461 -0.001
H 2.549642 -4.765464 2.334513 -0.083 0.091 0.566
O -4.915866 -1.604888 6.590642 -0.210 -0.768 0.889
```
Positions in Å, forces in eV/Å.

E: -1859.43714 hartree
E_HOMO: -8.906 eV
Strongest force on any atom: 2.20 eV Å⁻¹
Spin multiplicity: 1
Charge: 0
SMILES: COC[C@H](C)N.COC[C@H](C)N.NC(N)=O.NC(N)=O.NC(N)=O.NC(N)=O.NC(N)=O.CCO